Density functional theory data (wB97M-V/def2-TZVPD) for a 14-piece molecular cluster, C16H64N4O14 overall in a non-equilibrium geometry.

Values from the calculation:
HOMO energy: -9.17 eV
Orbital gap: 9.15 eV
Total energy: -52254.622 eV
2S+1: 1

Bonds (Å) are listed after each position.
Element x y z (Å)
1 O 0.53151 -3.64952 1.92498  H2 0.960, H3 0.965
2 H 1.18192 -3.01816 2.24178  O1 0.960
3 H -0.28602 -3.13797 1.87982  O1 0.965
4 O 4.17653 -3.92811 -0.30765  H5 0.963, H6 0.963
5 H 4.80520 -3.20826 -0.19348  O4 0.963
6 H 4.32944 -4.25232 -1.20166  O4 0.963
7 O 4.41589 -0.66342 2.27017  H8 0.963, H9 0.962
8 H 3.69628 -0.42140 1.67853  O7 0.963
9 H 3.99219 -1.14495 2.98724  O7 0.962
10 O 2.37201 3.90491 3.14569  H11 0.960, H12 0.970
11 H 1.92578 4.71918 2.90026  O10 0.960
12 H 2.44322 3.39651 2.32265  O10 0.970
13 O -2.54190 2.92677 4.38499  H14 0.961, H15 0.963
14 H -1.78747 3.46506 4.64022  O13 0.961
15 H -2.14282 2.05788 4.26725  O13 0.963
16 O -2.27519 -2.25587 4.03853  H17 0.962, H18 0.969
17 H -3.16150 -1.88325 4.08100  O16 0.962
18 H -1.84565 -1.80826 3.29433  O16 0.969
19 O 2.74899 1.91657 5.13148  H20 0.960, H21 0.971
20 H 3.60224 1.94908 5.57031  O19 0.960
21 H 2.81000 2.54786 4.39673  O19 0.971
22 O -2.66689 -1.93120 -0.20466  H23 0.970, H24 0.962
23 H -2.13040 -2.32598 -0.90939  O22 0.970
24 H -3.12206 -2.67919 0.19307  O22 0.962
25 O -0.13710 1.52415 5.34732  H26 0.962, H27 0.970
26 H -0.04029 0.58243 5.51666  O25 0.962
27 H 0.77136 1.83330 5.20892  O25 0.970
28 O 2.93422 2.72014 0.64605  H29 0.964, H30 0.963
29 H 3.09349 1.99868 0.02676  O28 0.964
30 H 3.62557 3.37184 0.48899  O28 0.963
31 C 1.04501 0.72290 2.56250  C32 1.523, H37 1.088, H38 1.089, H39 1.095
32 C 0.26797 0.10829 1.40634  C31 1.523, C33 1.506, N36 1.476, H40 1.100
33 C 1.06957 -0.73326 0.44853  C32 1.506, O34 1.439, H41 1.100, H42 1.096
34 O 1.74496 0.15131 -0.46295  C33 1.439, C35 1.404
35 C 2.41256 -0.56166 -1.47201  O34 1.404, H43 1.087, H44 1.100, H45 1.101
36 N -0.88968 -0.65295 1.91657  C32 1.476, H46 1.026, H47 1.028
37 H 0.38138 1.31918 3.18506  C31 1.088
38 H 1.83624 1.36873 2.18324  C31 1.089
39 H 1.57805 -0.03383 3.14794  C31 1.095
40 H -0.07781 0.95631 0.79789  C32 1.100
41 H 0.34604 -1.29737 -0.15923  C33 1.100
42 H 1.82110 -1.41448 0.86333  C33 1.096
43 H 2.82877 0.12628 -2.20376  C35 1.087
44 H 1.72585 -1.24766 -1.98905  C35 1.100
45 H 3.20097 -1.20686 -1.05527  C35 1.101
46 H -1.43831 0.06812 2.39829  N36 1.026
47 H -1.48551 -0.77861 1.08875  N36 1.028
48 C 0.10609 0.65350 -4.28139  C49 1.526, H54 1.092, H55 1.092, H56 1.095
49 C 0.86059 1.88931 -3.80022  C48 1.526, C50 1.512, N53 1.463, H57 1.106
50 C 0.54595 3.07601 -4.68284  C49 1.512, O51 1.412, H58 1.094, H59 1.097
51 O 1.34732 4.18923 -4.34582  C50 1.412, C52 1.404
52 C 2.49491 4.28009 -5.14900  O51 1.404, H60 1.099, H61 1.083, H62 1.096
53 N 0.46145 2.21764 -2.43169  C49 1.463, H63 1.016, H64 1.015
54 H -0.95359 0.86832 -4.43389  C48 1.092
55 H 0.19266 -0.17269 -3.57263  C48 1.092
56 H 0.53058 0.30294 -5.22778  C48 1.095
57 H 1.93747 1.65823 -3.90444  C49 1.106
58 H -0.48237 3.38512 -4.47301  C50 1.094
59 H 0.62052 2.80821 -5.74353  C50 1.097
60 H 3.01479 3.31298 -5.18639  C52 1.099
61 H 3.13754 5.03953 -4.72195  C52 1.083
62 H 2.20488 4.52235 -6.17828  C52 1.096
63 H 0.89708 3.09190 -2.15261  N53 1.016
64 H 0.78194 1.51794 -1.77025  N53 1.015
65 C -5.50581 0.25282 0.84468  C66 1.515, H71 1.093, H72 1.091, H73 1.091
66 C -4.32462 0.75817 1.64797  C65 1.515, C67 1.509, N70 1.492, H74 1.097
67 C -3.55721 1.85560 0.95331  C66 1.509, O68 1.408, H75 1.104, H76 1.106
68 O -2.44212 2.17380 1.75202  C67 1.408, C69 1.393
69 C -1.60642 3.16139 1.23555  O68 1.393, H77 1.100, H78 1.093, H79 1.095
70 N -4.74925 1.12710 3.02973  C66 1.492, H80 1.022, H81 1.022
71 H -5.17074 -0.13793 -0.11979  C65 1.093
72 H -6.28247 0.99970 0.67413  C65 1.091
73 H -5.94211 -0.59636 1.37357  C65 1.091
74 H -3.64468 -0.08929 1.79634  C66 1.097
75 H -4.15940 2.76159 0.76581  C67 1.104
76 H -3.21532 1.52751 -0.04645  C67 1.106
77 H -1.16780 2.85079 0.27561  C69 1.100
78 H -0.76256 3.27328 1.92106  C69 1.093
79 H -2.11083 4.12973 1.15148  C69 1.095
80 H -3.98233 1.66533 3.43815  N70 1.022
81 H -5.48260 1.83198 2.93288  N70 1.022
82 C 1.32082 -3.67271 -2.93714  C83 1.521, H88 1.087, H89 1.091, H90 1.092
83 C 0.60169 -4.21298 -1.71106  C82 1.521, C84 1.514, N87 1.489, H91 1.099
84 C -0.77021 -4.78577 -1.99959  C83 1.514, O85 1.431, H92 1.093, H93 1.097
85 O -1.79464 -3.79319 -2.11357  C84 1.431, C86 1.421
86 C -2.00509 -3.20408 -3.38999  O85 1.421, H94 1.091, H95 1.087, H96 1.093
87 N 1.46085 -5.27857 -1.12468  C83 1.489, H97 1.017, H98 1.018
88 H 0.69210 -3.05123 -3.57039  C82 1.087
89 H 1.71175 -4.52274 -3.49816  C82 1.091
90 H 2.19820 -3.08840 -2.65042  C82 1.092
91 H 0.45951 -3.43716 -0.94609  C83 1.099
92 H -1.07596 -5.37333 -1.12974  C84 1.093
93 H -0.77265 -5.46405 -2.86139  C84 1.097
94 H -3.02576 -2.81943 -3.37194  C86 1.091
95 H -1.88982 -3.93594 -4.18605  C86 1.087
96 H -1.36150 -2.32963 -3.51311  C86 1.093
97 H 0.89110 -5.88348 -0.53825  N87 1.017
98 H 2.08231 -4.83406 -0.45181  N87 1.018

The molecule's Löwdin atomic charges, reported in e, are given here: O -0.048; H 0.020; H 0.013; O -0.058; H 0.035; H 0.041; O -0.048; H -0.001; H 0.039; O -0.051; H 0.057; H -0.006; O -0.064; H 0.037; H 0.010; O -0.072; H 0.026; H -0.032; O -0.056; H 0.052; H 0.004; O -0.054; H 0.012; H 0.058; O -0.063; H 0.054; H 0.001; O -0.048; H 0.041; H 0.065; C -0.042; C -0.391; C -0.166; O -0.229; C -0.102; N 0.057; H 0.058; H 0.049; H 0.085; H 0.125; H 0.118; H 0.116; H 0.090; H 0.060; H 0.087; H 0.069; H 0.048; C -0.061; C -0.458; C -0.222; O -0.188; C -0.114; N 0.071; H 0.084; H 0.051; H 0.083; H 0.124; H 0.134; H 0.127; H 0.084; H 0.087; H 0.089; H 0.075; H 0.037; C -0.065; C -0.439; C -0.200; O -0.235; C -0.113; N 0.060; H 0.072; H 0.078; H 0.079; H 0.108; H 0.137; H 0.134; H 0.081; H 0.081; H 0.097; H 0.029; H 0.075; C -0.059; C -0.419; C -0.175; O -0.227; C -0.085; N 0.049; H 0.059; H 0.085; H 0.052; H 0.114; H 0.127; H 0.134; H 0.094; H 0.095; H 0.069; H 0.067; H 0.041